{
  "formula": "C18H109IN2O38S",
  "method": "ωB97M-V/def2-TZVPD",
  "symbols": ["C", "C", "C", "C", "C", "C", "C", "C", "C", "C", "C", "N", "C", "C", "N", "C", "O", "C", "I", "C", "C", "C", "S", "H", "H", "H", "H", "H", "H", "H", "H", "H", "H", "H", "H", "H", "H", "H", "H", "H", "H", "H", "H", "H", "H", "H", "H", "H", "H", "H", "H", "H", "H", "H", "H", "H", "H", "H", "O", "H", "H", "O", "H", "H", "O", "H", "H", "O", "H", "H", "O", "H", "H", "O", "H", "H", "O", "H", "H", "O", "H", "H", "O", "H", "H", "O", "H", "H", "O", "H", "H", "O", "H", "H", "O", "H", "H", "O", "H", "H", "O", "H", "H", "O", "H", "H", "O", "H", "H", "O", "H", "H", "O", "H", "H", "O", "H", "H", "O", "H", "H", "O", "H", "H", "O", "H", "H", "O", "H", "H", "O", "H", "H", "O", "H", "H", "O", "H", "H", "O", "H", "H", "O", "H", "H", "O", "H", "H", "O", "H", "H", "O", "H", "H", "O", "H", "H", "O", "H", "H", "O", "H", "H", "O", "H", "H", "O", "H", "H"],
  "xyz": [[7.66728, -2.21872, 1.87293], [6.58261, -0.94707, 1.92193], [7.12036, 0.13713, 0.81343], [6.19993, 1.48563, 0.66033], [4.81552, 1.48521, 1.53906], [3.89791, 2.84104, 1.21392], [2.66005, 2.44207, 0.21511], [1.29390, 3.32657, 0.41165], [0.57414, 3.16973, 1.87684], [-0.15538, 1.72666, 2.14386], [-1.56214, 1.50403, 1.30881], [-1.97248, 2.82203, 0.68969], [-2.74008, 0.94972, 2.35913], [-3.32441, 1.98172, 3.49144], [-2.10439, -0.36490, 2.83507], [-1.51480, -0.96832, 1.54284], [-1.01309, -2.20815, 1.52979], [-1.57751, 0.16136, 0.31106], [0.13534, -0.19896, -1.00156], [-2.84784, 0.05981, -0.75158], [-3.40761, -1.48350, -0.76702], [-4.64470, -1.60560, -1.86643], [-6.23922, -0.88182, -1.20034], [7.80736, -2.64898, 0.78176], [7.33940, -3.10311, 2.60335], [8.74836, -1.88887, 2.24316], [5.53977, -1.38613, 1.62036], [6.49442, -0.47470, 2.99298], [7.19369, -0.43680, -0.22495], [8.19193, 0.50008, 1.17221], [5.90735, 1.56357, -0.49253], [6.86036, 2.44113, 0.93091], [4.24790, 0.48268, 1.29958], [5.07385, 1.51020, 2.68349], [3.58150, 3.33533, 2.22725], [4.61683, 3.56938, 0.60639], [3.04345, 2.60930, -0.89834], [2.47298, 1.29094, 0.32499], [0.49750, 2.94439, -0.39004], [1.46496, 4.46332, 0.17335], [1.44883, 3.25647, 2.68472], [-0.10308, 4.11059, 2.03528], [-0.42585, 1.69557, 3.30419], [0.61667, 0.82887, 1.99261], [-2.22218, 3.54075, 1.43024], [-2.80092, 2.73716, 0.06096], [-3.73664, 0.52838, 1.85472], [-3.83220, 1.30473, 4.33219], [-2.50108, 2.61383, 4.03180], [-4.19310, 2.61794, 3.01474], [-1.43512, -0.25952, 3.63218], [-3.69233, 0.81462, -0.45613], [-2.40734, 0.41545, -1.80243], [-3.89421, -1.73566, 0.28590], [-2.59205, -2.29563, -1.00166], [-4.80412, -2.77202, -2.02871], [-4.26195, -1.07467, -2.84051], [-6.06319, -0.62028, 0.18184], [-4.78993, -2.94766, -4.40687], [-5.71441, -2.84033, -4.67645], [-4.31330, -3.05713, -5.24343], [2.94030, -2.45652, -1.39582], [2.54853, -2.68687, -2.25159], [2.19352, -2.49190, -0.77934], [-0.40468, -1.51637, 5.07512], [-0.21938, -2.35733, 5.51933], [-0.69358, -1.77877, 4.18817], [-2.80468, 5.62990, -1.28309], [-2.61938, 4.78894, -0.83888], [-3.09358, 5.36750, -2.17004], [10.50900, -3.15254, 2.51130], [11.27259, -2.96246, 1.94592], [10.20076, -4.01867, 2.20506], [-4.12405, 3.21330, -1.40349], [-4.90373, 3.76588, -1.56358], [-3.98986, 2.74880, -2.24326], [10.29699, 0.40272, 0.18964], [10.91795, 0.38196, -0.55389], [10.76741, 0.90250, 0.87367], [3.54030, -1.82498, 2.85083], [3.14853, -2.05532, 1.99507], [2.79352, -1.86035, 3.46732], [-4.06055, -1.47460, -6.86450], [-3.73888, -1.51176, -7.77774], [-4.31822, -0.54820, -6.74454], [5.04030, -1.86256, -3.24446], [4.64853, -2.09290, -4.10023], [4.29352, -1.89793, -2.62798], [0.00900, 2.56968, 5.71064], [0.77259, 2.75976, 5.14525], [-0.29924, 1.70354, 5.40440], [10.71334, 3.00416, 1.51663], [11.36535, 3.69765, 1.69782], [9.90366, 3.32787, 1.93925], [-6.46722, 0.65601, 2.86047], [-6.43257, 1.52006, 3.29761], [-6.41785, 0.02170, 3.59136], [-1.12393, -5.11155, 2.47198], [-0.43691, -5.46972, 1.89011], [-1.34083, -4.25344, 2.07755], [-1.48771, -2.25533, -5.16569], [-1.87947, -2.48568, -6.02146], [-2.23449, -2.29070, -4.54921], [3.49890, 1.25114, -2.71702], [3.92743, 2.02905, -3.10442], [4.07201, 0.51431, -2.97705], [-2.80110, 4.80019, -4.09532], [-2.37257, 5.57811, -4.48272], [-2.22799, 4.06337, -4.35536], [-5.46989, 0.30542, 5.90700], [-5.51091, 0.07900, 6.84823], [-4.52087, 0.32606, 5.71229], [5.27052, 0.37740, 5.12431], [4.87268, 0.34996, 6.00740], [4.95513, -0.43474, 4.70010], [-2.51746, -6.11163, 4.85769], [-1.65665, -6.02664, 5.29434], [-2.32756, -5.92129, 3.92673], [1.37052, -0.12389, -4.57699], [0.97268, -0.15132, -3.69390], [1.05513, -0.93603, -5.00119], [-3.40110, -3.43976, 5.25790], [-2.97257, -2.66184, 4.87050], [-2.82799, -4.17659, 4.99786], [-6.01466, 1.64213, 8.64404], [-5.36266, 2.33562, 8.82523], [-6.82435, 1.96584, 9.06666], [-5.24568, 4.23317, 2.20695], [-4.92402, 4.19601, 1.29370], [-5.50335, 5.15956, 2.32690], [2.81339, 0.24482, -7.65121], [2.41556, 0.21739, -6.76813], [2.49800, -0.56732, -8.07542], [2.31532, -0.45901, 6.38691], [3.00162, -0.72958, 5.75870], [1.51000, -0.87893, 6.04911], [-5.74484, 1.13984, -7.57592], [-6.13660, 0.90950, -8.43169], [-6.49161, 1.10447, -6.95944], [-9.47458, -1.27864, -2.42976], [-8.61378, -1.19364, -1.99311], [-9.28468, -1.08830, -3.36072], [-6.02163, 1.59662, -10.83180], [-5.43472, 2.36611, -10.78394], [-5.86741, 1.23938, -11.71926], [-0.89507, 7.07778, 0.55016], [-1.28684, 6.84743, -0.30560], [-1.64185, 7.04240, 1.16665], [12.60493, -2.65803, 4.78056], [12.21316, -2.88838, 3.92480], [11.85815, -2.69341, 5.39705], [-4.05263, 0.94313, -13.07329], [-3.33808, 0.75277, -12.44716], [-3.63305, 0.85237, -13.94203], [6.96871, -1.62956, 7.08426], [7.65573, -1.98774, 6.50239], [6.75180, -0.77145, 6.68983], [-5.42517, -5.66003, -5.31929], [-5.22600, -4.78061, -4.96457], [-5.77259, -6.14684, -4.55686], [1.04058, -4.35851, 0.19763], [0.26090, -3.80594, 0.03754], [1.17476, -4.82302, -0.64214], [-5.12203, -7.76209, 4.14651], [-4.47002, -7.06860, 4.32770], [-5.93171, -7.43838, 4.56913], [-7.95263, 2.83273, -12.79786], [-7.23808, 2.64237, -12.17172], [-7.53305, 2.74197, -13.66660]],
  "lowdin_charge": [-0.1523, -0.2463, -0.2140, -0.2108, -0.2046, -0.1865, -0.2307, -0.2092, -0.1907, -0.1158, -0.3693, 0.0669, -0.2564, -0.0334, 0.0554, -0.2665, -0.0868, -0.5742, 1.1080, -0.2533, -0.2437, -0.5486, 0.6788, 0.0809, 0.0764, 0.0588, 0.0803, 0.0966, 0.1223, 0.0943, 0.1111, 0.1108, 0.0956, 0.0981, 0.0961, 0.1119, 0.1003, 0.0484, 0.0799, 0.1199, 0.1052, 0.1082, 0.0876, 0.1227, 0.1024, 0.0330, 0.1487, 0.0716, 0.0906, 0.0624, 0.0872, 0.0961, 0.0836, 0.1211, 0.1163, 0.0866, 0.0812, -0.1033, -0.0776, 0.0736, 0.0267, -0.0893, 0.0461, -0.0261, -0.0500, 0.0670, 0.0123, -0.0770, 0.0064, -0.0043, -0.0688, 0.0566, 0.0599, -0.0641, 0.0736, 0.0631, -0.0777, 0.0404, 0.0097, -0.0541, 0.0413, 0.0309, -0.0559, 0.0576, 0.0280, -0.0566, 0.0416, -0.0187, -0.0610, 0.0340, 0.0103, -0.0566, 0.0483, 0.0495, -0.0735, 0.0313, 0.0268, -0.0544, 0.0389, 0.0088, -0.0605, 0.0257, 0.0185, -0.0789, 0.0493, 0.0220, -0.0535, 0.0632, 0.0590, -0.0643, 0.0302, 0.0113, -0.0583, 0.0383, 0.0210, -0.0575, 0.0630, 0.0175, -0.0813, -0.0682, 0.0284, -0.0649, 0.0069, -0.0180, -0.0587, 0.0459, 0.0451, -0.0592, 0.0312, 0.0565, -0.0643, 0.0065, 0.0340, -0.0477, 0.0077, -0.0014, -0.0613, 0.0262, 0.0497, -0.0876, -0.0709, 0.0300, -0.0560, 0.0613, 0.0207, -0.0770, 0.0007, 0.0298, -0.0729, -0.0063, 0.0369, -0.0584, 0.0505, 0.0517, -0.0687, 0.0368, 0.0094, -0.0691, -0.0235, 0.0437, -0.0553, 0.0154, 0.0570, -0.0707, -0.0009, 0.0373, -0.0641, -0.0126, 0.0374],
  "lumo_energy_ha": -0.0302,
  "gap_ev": 8.65,
  "e_homo_ev": -9.470
}

---

{
  "formula": "C8H16",
  "method": "ωB97M-V/def2-TZVPD",
  "symbols": ["C", "C", "C", "C", "H", "H", "H", "H", "H", "H", "H", "H", "C", "C", "C", "C", "H", "H", "H", "H", "H", "H", "H", "H"],
  "xyz": [[-1.66490, -0.77832, 0.31508], [-2.41947, 0.50643, 0.49678], [-1.87872, 1.68544, 0.76134], [-2.67619, 2.93484, 0.99508], [-2.18624, -1.57643, 0.84772], [-1.62847, -1.07569, -0.73452], [-0.65870, -0.70109, 0.72146], [-3.50447, 0.44648, 0.45220], [-0.79976, 1.77480, 0.86021], [-3.74147, 2.73282, 0.88383], [-2.41358, 3.71965, 0.28059], [-2.49149, 3.33945, 1.99251], [1.64167, -2.29945, -2.08349], [1.66921, -1.18852, -1.08250], [2.60971, -1.02251, -0.16392], [2.70859, 0.13061, 0.78475], [0.71456, -2.87418, -2.03204], [1.72924, -1.91900, -3.10447], [2.46696, -2.99370, -1.92302], [0.81720, -0.51549, -1.08822], [3.42554, -1.74213, -0.13429], [1.90910, 0.85608, 0.63297], [3.65644, 0.65012, 0.63148], [2.66915, -0.19879, 1.82513]],
  "nbo_charge": [-0.6420, -0.1835, -0.1852, -0.6354, 0.2141, 0.2129, 0.2153, 0.1855, 0.1853, 0.2082, 0.2123, 0.2129, -0.6379, -0.1858, -0.1852, -0.6385, 0.2123, 0.2145, 0.2086, 0.1894, 0.1857, 0.2074, 0.2158, 0.2135],
  "lumo_energy_ha": 0.0423,
  "gap_ev": 10.33,
  "e_homo_ev": -9.174,
  "de_lowest_kcal_mol": 17.43
}

---

{
  "formula": "H6O3",
  "method": "ωB97M-V/def2-TZVPD",
  "symbols": ["O", "H", "H", "O", "H", "H", "O", "H", "H"],
  "xyz": [[0.10444, 1.01311, -0.28311], [0.70644, 0.76811, 0.39389], [0.56444, 1.48911, -0.93511], [1.15044, -0.59389, 1.81389], [0.19044, -0.54889, 1.70289], [1.40744, -1.44489, 1.43089], [-1.74456, -0.33989, -1.44811], [-1.44756, 0.31011, -0.83011], [-0.93156, -0.65289, -1.84511]],
  "nbo_charge": [-0.9713, 0.4947, 0.4789, -0.9473, 0.4779, 0.4808, -0.9575, 0.4859, 0.4578],
  "lumo_energy_ha": 0.0206,
  "gap_ev": 11.41,
  "e_homo_ev": -10.853,
  "de_lowest_kcal_mol": 11.67
}

---

{
  "formula": "C5H7N3",
  "method": "ωB97M-V/def2-TZVPD",
  "symbols": ["C", "C", "C", "C", "C", "H", "H", "H", "H", "H", "H", "H", "N", "N", "N"],
  "xyz": [[-1.29943, -0.70497, -1.90340], [-1.10129, -0.28091, -0.62147], [-0.07927, 0.57634, -0.12360], [0.93751, -1.92712, -0.35113], [-0.59349, 1.58872, 0.97853], [-1.70574, -1.98396, -2.14434], [-0.67404, -0.26558, -2.63717], [-1.73389, -0.90409, 0.13080], [0.55989, 0.98067, -0.87869], [1.58283, 0.83514, 1.14160], [1.31719, -2.54278, -1.09827], [-0.16294, -2.13284, 0.07153], [0.92106, -0.02626, 0.80273], [1.77571, -0.92977, -0.12764], [-0.74927, 2.45618, 1.83076]],
  "nbo_charge": [-0.3281, -0.2288, -0.1958, -0.0949, 0.2694, 0.2244, 0.1893, 0.2220, 0.2411, 0.3853, 0.1830, 0.2034, -0.4920, -0.2642, -0.3141],
  "lumo_energy_ha": 0.0050,
  "gap_ev": 9.89,
  "e_homo_ev": -9.757,
  "de_lowest_kcal_mol": 162.16
}